# 1
Computed, not measured: a gas-phase ion, C4H6ClN2O (charge +1), with ωB97M-V/def2-TZVPD.

The value obtained for the relative energy (zero: lowest compared OMol25 entry of this formula, charge and spin) is 11.5 kcal per mole. As for the LUMO energy: -3.2 eV. Its gap between HOMO and LUMO is 10.2258 eV. Its structure (SMILES) is COc1[nH]c(Cl)c[nH+]1. As for the net charge: +1.

Each line ends with the Löwdin charge.
Cartesian coordinates (Å):
C (-0.837858, -0.744583, 1.534645)  0.037
O (0.355090, -0.583913, 0.704088)  0.007
C (0.402595, 0.087581, -0.428697)  -0.276
N (-0.224005, 1.193408, -0.870064)  0.141
C (0.260231, 1.525356, -2.072044)  -0.707
Cl (-0.500008, 2.847756, -2.848384)  0.779
C (1.198308, 0.610919, -2.478004)  -0.027
N (1.294137, -0.289752, -1.445861)  0.177
H (-0.585827, -1.511790, 2.287973)  0.123
H (-1.652283, -0.876088, 0.942780)  0.061
H (-1.024404, 0.265405, 2.035861)  0.125
H (-0.706007, 1.926451, -0.282568)  0.216
H (1.625710, 0.624166, -3.470795)  0.144
H (1.907695, -1.064606, -1.163693)  0.200

Atoms 1-2, force components in eV/Å:
2.12 2.87 2.34
0.49 0.25 -1.01

***

# 2
Computed, not measured: a molecular structure, C48H88BaN3O22, with ωB97M-V/def2-TZVPD.

As for the LUMO energy: -2.9 eV. Its gap between HOMO and LUMO is 8.2492 eV. As for the net charge: +1.

Each line ends with the Löwdin charge.
Cartesian coordinates (Å):
Ba (2.583723, 1.911592, -2.519479)  2.037
C (0.013986, -0.015532, 1.117582)  0.022
C (0.806069, 0.528992, -0.046967)  -0.764
O (0.415216, 0.600456, -1.238718)  -0.173
O (1.941856, 0.972933, 0.189622)  -0.126
H (-0.100461, -1.097539, 1.052279)  0.076
H (-1.022239, 0.322313, 1.103570)  0.057
H (0.351022, 0.344107, 2.089772)  0.058
C (-0.097867, -3.753278, -1.172571)  -0.085
C (-1.411756, -4.223262, -1.294121)  -0.054
C (-1.685870, -5.486310, -1.806198)  0.001
C (-0.620483, -6.348454, -1.979783)  -0.133
C (0.718990, -5.928117, -1.892907)  0.006
C (1.017371, -4.607605, -1.384496)  -0.035
N (-0.843501, -7.753684, -2.589075)  -0.305
O (0.150741, -8.512513, -2.440104)  0.037
O (-1.969889, -8.007194, -2.991713)  0.085
H (0.082376, -2.711854, -0.950394)  0.087
H (-2.196246, -3.489209, -1.183875)  0.071
H (-2.731997, -5.747795, -1.866609)  0.122
H (1.475393, -6.469988, -2.441201)  0.114
H (1.923390, -4.019799, -1.379210)  0.085
C (-2.323020, 3.825480, 2.729170)  -0.056
C (-2.095417, 5.053521, 3.376051)  -0.076
C (-2.403720, 6.218051, 2.752951)  0.009
C (-3.071617, 6.185475, 1.476562)  -0.098
C (-3.428028, 4.958416, 0.810061)  0.020
C (-3.023176, 3.855383, 1.518871)  -0.110
N (-3.364400, 7.402655, 0.738604)  -0.388
O (-3.898350, 7.339453, -0.352207)  0.067
O (-2.938796, 8.434288, 1.149821)  0.101
H (-2.276573, 2.872865, 3.235889)  0.100
H (-1.417161, 4.999666, 4.214775)  0.104
H (-2.126878, 7.123516, 3.272456)  0.122
H (-4.132839, 4.870598, -0.003533)  0.122
H (-3.134387, 2.891800, 1.043967)  0.085
C (-0.678763, -0.949618, 5.251898)  -0.029
C (-0.548697, -2.300917, 5.553574)  -0.061
C (0.706753, -2.914404, 5.568467)  -0.011
C (1.872269, -2.210264, 5.380940)  -0.148
C (1.784075, -0.842356, 5.134617)  -0.009
C (0.550425, -0.258034, 5.000024)  -0.059
N (3.187631, -2.893487, 5.539531)  -0.294
O (4.225657, -2.203601, 5.764587)  0.048
O (3.232863, -4.133988, 5.544431)  0.052
H (-1.642162, -0.473259, 5.145445)  0.102
H (-1.392689, -2.957578, 5.704860)  0.108
H (0.792548, -3.964691, 5.804976)  0.120
H (2.693478, -0.347917, 4.826516)  0.102
H (0.544041, 0.741974, 4.592183)  0.078
C (0.958831, -7.470951, 1.099200)  -0.092
O (1.554150, -6.256625, 1.564863)  -0.194
C (2.958612, -6.255304, 1.771882)  -0.159
C (3.576405, -4.784799, 1.845731)  -0.174
O (3.228368, -3.831609, 0.859987)  -0.188
C (2.098091, -3.091029, 1.286657)  -0.116
H (-0.036193, -7.206049, 0.741663)  0.082
H (0.864007, -8.231358, 1.874378)  0.086
H (1.502557, -7.985400, 0.306859)  0.083
H (3.463092, -6.760543, 0.948260)  0.115
H (3.275491, -6.708556, 2.711160)  0.120
H (4.665153, -4.738696, 1.870319)  0.125
H (3.378175, -4.367064, 2.832806)  0.090
H (1.166991, -3.656552, 1.250160)  0.085
H (2.108505, -2.202272, 0.655689)  0.067
H (2.241531, -2.684961, 2.287981)  0.083
C (1.126730, -1.302789, -3.958334)  -0.125
O (2.327602, -0.671236, -3.683826)  -0.327
C (3.384156, -1.660754, -3.609402)  -0.143
C (4.681941, -0.929120, -3.281307)  -0.182
O (4.562296, -0.103600, -2.141914)  -0.331
C (4.733513, -0.688710, -0.898517)  -0.088
H (1.165837, -1.729064, -4.960762)  0.097
H (0.274340, -0.624078, -3.987918)  0.094
H (0.790197, -2.099996, -3.295532)  0.085
H (3.456806, -2.264222, -4.514195)  0.142
H (3.172781, -2.297976, -2.750702)  0.123
H (4.992890, -0.289592, -4.107389)  0.128
H (5.504527, -1.628166, -3.130319)  0.139
H (5.582432, -1.366426, -0.808379)  0.109
H (3.808944, -1.198866, -0.628312)  0.085
H (4.897314, 0.104230, -0.168783)  0.089
C (5.528596, 3.530266, -0.376693)  -0.126
O (4.213617, 3.637799, -0.651278)  -0.277
C (3.885684, 4.976044, -1.018472)  -0.194
C (2.462944, 5.118439, -0.817407)  -0.238
O (1.709880, 4.053168, -1.309560)  -0.369
C (0.327182, 4.193742, -0.989392)  -0.078
H (6.035674, 3.641486, -1.335127)  0.107
H (5.637687, 2.472791, -0.135978)  0.094
H (5.897208, 4.152924, 0.438488)  0.100
H (4.025303, 5.179471, -2.080185)  0.137
H (4.413611, 5.679457, -0.374573)  0.155
H (2.057657, 6.120359, -0.958881)  0.158
H (2.421292, 4.959944, 0.260204)  0.124
H (-0.101431, 3.198186, -1.104508)  0.068
H (-0.310157, 4.638325, -1.753754)  0.093
H (-0.031800, 4.653128, -0.068416)  0.107
C (5.659802, 3.621673, 3.412201)  -0.140
O (4.399520, 4.027725, 3.066922)  -0.177
C (3.582660, 3.048258, 2.350525)  -0.131
C (2.911848, 1.950386, 3.361260)  -0.150
O (2.256344, 2.381018, 4.565512)  -0.214
C (1.358488, 3.460374, 4.397400)  -0.096
H (5.912481, 4.154990, 4.328617)  0.098
H (6.293467, 4.070068, 2.647007)  0.070
H (5.932647, 2.573370, 3.533510)  0.099
H (4.114646, 2.412390, 1.642870)  0.095
H (2.774688, 3.517397, 1.789109)  0.096
H (3.726360, 1.263602, 3.591478)  0.111
H (2.163605, 1.359607, 2.832852)  0.085
H (1.864718, 4.306392, 3.932541)  0.088
H (0.776002, 3.724663, 5.279982)  0.094
H (0.644453, 3.021284, 3.700659)  0.069
C (-1.385041, 2.547914, -3.838210)  -0.036
O (-0.001836, 3.037991, -3.813395)  -0.302
C (0.328584, 3.561375, -5.088705)  -0.183
C (0.514691, 2.524619, -6.303549)  -0.113
O (1.350845, 1.371900, -5.911126)  -0.235
C (2.191513, 0.742256, -6.837380)  -0.112
H (-1.457548, 2.284961, -2.782883)  0.088
H (-1.533904, 1.705904, -4.514199)  0.088
H (-2.109895, 3.264757, -4.223990)  0.098
H (1.358882, 3.907304, -5.005502)  0.109
H (-0.411577, 4.332329, -5.302900)  0.132
H (0.831352, 3.078470, -7.187329)  0.128
H (-0.444242, 2.054157, -6.520813)  0.113
H (2.582298, -0.232362, -6.544947)  0.080
H (3.048940, 1.358635, -7.107577)  0.092
H (1.621285, 0.450600, -7.719349)  0.096
C (-3.895678, -0.263366, 1.259248)  -0.145
O (-5.194059, 0.028302, 0.937876)  -0.191
C (-5.772122, 1.108754, 1.746655)  -0.145
C (-5.546691, 1.059970, 3.270534)  -0.196
O (-5.493939, -0.264971, 3.810449)  -0.218
C (-6.713014, -1.024227, 3.541824)  -0.059
H (-3.382711, -0.802178, 0.462607)  0.082
H (-4.079992, -1.001623, 2.039703)  0.098
H (-3.296272, 0.612695, 1.506860)  0.069
H (-6.843415, 1.182855, 1.559762)  0.120
H (-5.325956, 2.032383, 1.377922)  0.098
H (-6.341112, 1.531821, 3.848767)  0.125
H (-4.599448, 1.485284, 3.602125)  0.108
H (-7.058888, -1.644238, 4.368896)  0.085
H (-6.522798, -1.784446, 2.784203)  0.083
H (-7.463821, -0.284177, 3.264852)  0.086
C (-6.701192, -0.208511, -4.715362)  -0.108
O (-6.395517, -1.589371, -4.758494)  -0.175
C (-5.166668, -2.043455, -4.134198)  -0.192
C (-5.120685, -2.008689, -2.695857)  -0.246
O (-4.328354, -3.033875, -2.113812)  -0.180
C (-4.726789, -3.223728, -0.768242)  -0.113
H (-7.478611, 0.137213, -5.396679)  0.087
H (-5.859955, 0.335077, -5.145393)  0.078
H (-6.941629, 0.087993, -3.694390)  0.086
H (-4.339942, -1.415591, -4.466474)  0.121
H (-4.963636, -3.082399, -4.393953)  0.142
H (-6.153996, -2.193862, -2.402447)  0.137
H (-4.784032, -1.077744, -2.239680)  0.133
H (-3.873393, -3.264011, -0.091341)  0.073
H (-5.441567, -4.021345, -0.565784)  0.101
H (-5.182103, -2.309227, -0.388136)  0.066

Atoms 1-2, force components in eV/Å:
-0.98 -1.24 0.86
-1.29 0.17 -0.13

***

# 3
Computed, not measured: 2 unconnected molecules or ions with the total composition C5H11NO, with ωB97M-V/def2-TZVPD.

The value obtained for the relative energy (zero: lowest compared OMol25 entry of this formula, charge and spin) is 78.3 kcal per mole. As for the LUMO energy: 0.7 eV. Its gap between HOMO and LUMO is 9.0084 eV. Its structure (SMILES) is C=C/C(N)=C/C.O.

Each line ends with the Löwdin charge.
Cartesian coordinates (Å):
C (1.057925, -2.028614, -0.085893)  -0.016
C (1.045468, -0.881851, 0.569074)  -0.201
C (-0.193179, -0.223763, 0.957138)  -0.359
N (-1.138398, -1.165473, 1.412259)  0.070
C (-0.216968, 1.155892, 0.671016)  -0.109
C (-1.435917, 2.021950, 0.480566)  -0.122
H (0.010192, -2.382827, -0.356267)  0.081
H (1.869408, -2.386840, -0.679448)  0.046
H (2.067108, -0.411387, 0.617861)  0.121
H (-1.760312, -1.615591, 0.718633)  0.100
H (-1.810695, -0.598427, 1.942819)  0.085
H (0.581205, 1.831090, 0.452195)  0.085
H (-2.172530, 1.989714, 1.350711)  0.092
H (-1.017146, 2.992620, 0.473822)  0.036
H (-1.869147, 1.812061, -0.538675)  0.093
O (1.496155, -0.246681, -2.925026)  -0.091
H (1.037360, 0.342386, -2.243655)  0.062
H (2.449471, -0.204251, -2.817129)  0.027

Atoms 1-2, force components in eV/Å:
-2.91 -0.13 -0.99
2.91 0.14 -0.30

***

# 4
Computed, not measured: 3 unconnected molecules or ions with the total composition C4H13NO2, with ωB97M-V/def2-TZVPD.

The value obtained for the relative energy (zero: lowest compared OMol25 entry of this formula, charge and spin) is 58.1 kcal per mole. As for the LUMO energy: 0.7 eV. Its gap between HOMO and LUMO is 8.8270 eV. Its structure (SMILES) is C=C(C)NC.O.O.

Each line ends with the Löwdin charge.
Cartesian coordinates (Å):
C (-1.832458, -1.028098, -0.459797)  0.036
C (-0.455561, -0.862697, -0.580800)  -0.335
C (0.371315, -2.072897, -0.701864)  -0.088
N (0.226178, 0.352909, 0.032795)  -0.085
C (1.034270, 0.294444, 1.250030)  -0.123
H (-2.221969, -1.961673, -0.762093)  0.023
H (-2.519609, -0.128296, -0.153966)  0.066
H (-0.182999, -2.884766, -1.208516)  0.092
H (1.350656, -1.862258, -1.028766)  0.056
H (0.602223, -2.411219, 0.337566)  0.092
H (-0.449979, 1.103507, 0.143781)  0.072
H (0.539385, 0.608238, 2.153645)  0.063
H (1.630285, -0.599319, 1.318600)  0.072
H (1.634400, 1.284773, 1.186186)  0.103
O (-2.426042, 2.185807, 0.795600)  -0.082
H (-2.495959, 2.569138, -0.091120)  0.048
H (-3.330203, 1.809544, 0.945351)  0.062
O (2.759078, 1.477047, -1.090007)  -0.016
H (3.628862, 1.232831, -1.308744)  0.014
H (2.138135, 0.892976, -0.777884)  -0.072

Atoms 1-2, force components in eV/Å:
1.91 3.46 -0.19
-2.43 1.58 4.05

***

Number 1: maximum force 0.0829 hartree/bohr. Number 2: maximum force 0.0760 hartree/bohr. Number 3: maximum force 0.0771 hartree/bohr. Number 4: maximum force 0.0968 hartree/bohr.